1.
Here is a 9-piece molecular cluster, C9H18Cl18 overall from OMol25. Energies are from ωB97M-V/def2-TZVPD.

## Properties
Molar mass: 764.397 g mol⁻¹
HOMO-LUMO gap: 0.3993 Ha
Highest occupied orbital energy: -10.6864 eV

The geometry in XYZ format:
```
45
Properties=species:S:1:pos:R:3:forces:R:3:mulliken_charge:R:1
Cl 1.42564 -10.25240 -5.60928 0.1541 -0.1525 0.1800 -0.18
C 0.66015 -8.83816 -6.31381 -0.0806 0.2542 -0.3229 0.37
Cl 0.82408 -7.37151 -5.33240 0.0013 -0.1274 0.1199 -0.16
H 1.13674 -8.63147 -7.26570 -0.0536 -0.0385 -0.0279 -0.02
H -0.39186 -9.06177 -6.44215 0.0001 0.1245 0.0293 -0.01
Cl -3.59977 -9.27534 -11.12021 0.0686 -0.1217 0.3220 -0.03
C -2.49899 -8.54219 -9.96579 0.1385 0.8726 0.0463 0.13
Cl -2.52796 -9.29613 -8.35502 -0.0461 -0.1131 -0.1178 -0.18
H -1.47572 -8.55306 -10.32234 -0.0189 -0.4574 -0.0958 -0.18
H -2.76348 -7.49629 -9.83240 -0.3097 -0.1277 0.0645 0.25
Cl 1.01491 -7.29286 -10.92820 0.1723 0.2270 0.2091 -0.07
C 2.74048 -7.04085 -10.59317 0.0731 -0.4443 -0.3480 -0.38
Cl 3.31094 -7.93261 -9.17026 -0.1418 0.1441 -0.0118 -0.15
H 3.25504 -7.45494 -11.45240 0.1342 0.1025 0.0510 0.30
H 2.96470 -5.98811 -10.47551 -0.2110 0.0285 0.1325 0.31
Cl -1.16323 -12.97769 -12.50136 0.2787 0.2095 -0.0565 -0.14
C 0.12509 -11.75161 -12.28966 -0.6824 -0.5497 -0.3050 -0.38
Cl -0.57162 -10.12044 -12.32834 0.3720 -0.2398 0.0625 -0.07
H 0.59070 -11.99508 -11.34336 0.0914 0.4443 0.0683 0.27
H 0.80487 -11.84023 -13.12714 0.0728 0.0044 0.0617 0.33
Cl -2.54211 -14.18209 -9.12362 -0.0333 0.1238 -0.0688 -0.15
C -2.39280 -12.97777 -7.83917 0.2133 -0.2090 0.1547 0.11
Cl -3.02922 -13.59918 -6.30443 -0.0447 0.1500 -0.0113 -0.17
H -1.33727 -12.77812 -7.69158 -0.0174 0.0305 -0.0220 0.22
H -2.92202 -12.07323 -8.11126 -0.1181 -0.1094 -0.0503 -0.02
Cl -3.69234 -5.29854 -5.93401 -0.1666 -0.0083 0.0677 -0.16
C -4.49731 -6.78560 -6.45183 0.1244 -0.2609 -0.0624 -0.08
Cl -5.22127 -6.64705 -8.06522 0.0561 0.0297 0.1538 -0.09
H -3.76127 -7.58025 -6.49806 0.0967 0.1023 -0.0390 -0.02
H -5.26543 -7.04916 -5.73398 -0.0931 0.2088 -0.0440 0.36
Cl -1.05663 -5.95545 -8.18954 0.2153 -0.0924 0.0155 0.05
C -0.61872 -4.26118 -7.97094 -0.4768 0.4008 0.1469 -0.44
Cl 0.09849 -3.54937 -9.43840 -0.0767 -0.1708 0.4217 -0.17
H -1.53752 -3.73457 -7.72794 -0.0302 0.0453 -0.3354 0.26
H 0.03281 -4.13226 -7.11264 0.3809 -0.3090 -0.2642 0.32
Cl -6.53806 -7.33637 -11.11607 -0.2901 0.2481 -0.1288 -0.14
C -7.13862 -8.72345 -10.22075 0.2241 -0.7677 -0.1908 -0.15
Cl -7.85844 -9.98039 -11.26504 0.0373 0.2461 -0.0138 -0.16
H -6.26649 -9.18894 -9.77567 -0.1137 0.0678 0.2589 0.08
H -7.89704 -8.44923 -9.49951 0.1124 0.2615 0.0155 0.36
Cl -5.06072 -8.94934 -15.19389 0.1235 0.1000 -0.0666 -0.16
C -3.79584 -9.97210 -14.50915 -0.2923 -0.5089 0.0734 -0.01
Cl -4.51598 -11.36541 -13.65647 0.1322 0.1802 0.0045 -0.14
H -3.18444 -10.39246 -15.29813 0.0068 0.1972 -0.0855 0.30
H -3.21609 -9.39621 -13.80078 0.0172 0.0049 0.0089 0.00
```
Forces are in eV/Å.

2.
Here is C26H35NdO2 as an isolated structure from OMol25. Energies are from ωB97M-V/def2-TZVPD.

## Properties
Molar mass: 523.804 g mol⁻¹
HOMO-LUMO gap (spin up / spin down): 0.1973 / 0.1979 Ha
Spin multiplicity: 4
Highest occupied orbital energy (spin up / spin down): -5.5078 / -5.5241 eV

The geometry in XYZ format:
```
64
Properties=species:S:1:pos:R:3:forces:R:3:lowdin_spin:R:1
O -3.13536 -0.74034 -2.57366 -1.3804 -0.0127 0.2865 0.00
C -4.59150 -0.52799 -2.38506 0.5960 0.3568 0.1639 0.00
C -4.94334 -1.93266 -2.87355 1.4631 0.5119 -0.1448 0.00
H -4.98208 0.26657 -3.07087 0.3692 -0.3905 0.7922 0.00
H -4.78673 -0.34893 -1.32022 -0.1336 0.3566 -0.4117 0.00
C -3.44701 -1.90842 -3.38793 -0.5377 -0.1985 0.0817 0.00
H -5.67509 -1.95414 -3.67506 -0.2908 -0.4072 0.2708 0.00
H -5.07618 -2.62159 -2.01562 -0.2069 0.1933 -0.8635 0.00
C -3.27082 -1.46025 -4.82294 0.0528 -0.1682 -0.2412 0.00
H -3.83915 -0.53171 -4.99058 0.5195 -0.1531 0.0050 0.00
H -3.61967 -2.17357 -5.56291 -0.1900 -0.3541 0.0213 0.00
H -2.18893 -1.35659 -5.00191 -0.3751 0.4313 -0.0033 0.00
C -2.61943 -3.10825 -2.99476 0.0149 0.4646 0.0543 0.00
H -2.99210 -3.42653 -2.01951 0.3790 -0.2298 -0.0149 0.00
H -1.55770 -2.80716 -2.91390 -0.4233 -0.3460 -0.1267 0.00
H -2.77219 -3.90364 -3.73188 0.2376 0.0085 0.1921 0.00
Nd 0.73438 0.59769 0.32837 -1.2701 -2.9678 3.9030 3.06
C -0.57278 -1.18601 2.17322 -0.2839 0.3570 0.0234 0.00
C -0.62626 -0.00497 2.95403 0.2690 -0.1665 -0.4966 0.00
C -1.52026 0.90211 2.33261 0.0892 -0.1335 -0.3159 -0.01
H -0.09028 0.13887 3.89022 -0.1326 0.0437 -0.4584 0.00
C -2.07894 0.25491 1.19222 0.3646 0.1583 -0.2376 -0.01
C -1.46051 -1.02419 1.06630 0.1445 0.0373 0.1038 0.00
H -1.67154 -1.77385 0.29498 -0.0054 0.3805 0.3870 0.00
H 0.01208 -2.06875 2.43457 -0.2520 0.3224 -0.1948 0.00
H -1.74727 1.90109 2.70097 -0.1342 -0.2853 -0.0902 0.00
H -2.91176 0.61917 0.58196 0.5045 -0.0460 0.1186 0.00
C 2.25686 -1.47817 0.84626 0.4058 -0.2299 -0.6087 0.00
C 1.40001 -2.13688 -0.07415 0.3915 0.3281 -0.0098 -0.01
C 1.59432 -1.55276 -1.35143 -0.2982 0.2002 0.0163 0.00
H 0.74469 -2.98037 0.17117 0.2146 0.5561 -0.1865 0.00
C 2.57199 -0.52214 -1.22500 0.4903 -0.1631 0.0646 0.00
C 3.00800 -0.49685 0.13097 0.2346 -0.9179 -0.5130 -0.01
H 3.79968 0.12392 0.53496 -0.2659 -0.1330 -0.0952 0.00
H 2.34408 -1.69193 1.90868 -0.0313 0.0978 -0.3883 0.00
H 1.13533 -1.89807 -2.28456 0.1150 0.3091 0.4384 0.00
H 2.99833 0.07924 -2.03129 -0.1769 -0.2659 0.2226 0.00
O 0.80509 2.46328 -0.86284 -0.0619 3.1075 -1.8621 0.00
C 0.35034 2.58799 -2.30219 0.4767 -0.0907 1.0108 0.00
C 0.20761 4.07862 -2.56694 0.0955 0.2840 -0.1986 0.00
H -0.58958 2.02180 -2.39111 0.3678 0.1693 0.1112 0.00
H 1.12742 2.15007 -2.94754 -0.2765 -0.0590 0.4574 0.00
C 0.63947 4.85247 -1.29215 -0.4209 0.0187 0.1208 0.00
H -0.81393 4.32173 -2.88089 0.2696 0.0365 0.1796 0.00
H 0.87907 4.33442 -3.38887 -0.1760 0.0914 0.0172 0.00
C 1.20280 3.82212 -0.30545 -0.0968 -0.6737 -0.4850 0.00
H -0.21682 5.36855 -0.83370 0.2067 -0.2579 -0.2022 0.00
H 1.36889 5.63406 -1.53359 -0.0615 -0.3107 0.0928 0.00
H 0.73844 3.92357 0.69417 0.3545 -0.3007 -0.4974 0.00
H 2.30705 3.84297 -0.22989 -0.6430 -0.1395 -0.0268 0.00
C 2.58734 1.30810 2.65729 -0.9515 0.4798 -1.5575 -0.01
C 2.92769 0.29385 3.58635 -0.0276 -0.7911 0.6812 0.00
C 3.92877 -0.69657 3.33215 -0.4335 0.0977 0.1805 0.00
C 3.95736 -1.88390 4.05497 -0.1075 0.1499 0.6585 0.00
C 3.12486 -2.04963 5.17819 -0.1457 -0.0978 0.0092 0.00
C 2.24362 -1.01327 5.55086 0.4669 -0.2639 -0.1778 0.00
C 2.17089 0.14594 4.79008 0.1294 -0.4710 -0.2473 0.00
H 3.36604 1.67693 1.99586 0.0354 0.2705 0.1187 0.00
H 1.79977 2.00196 2.94324 0.3941 0.3899 0.3371 0.00
H 4.60993 -0.57450 2.49021 -0.2280 -0.0079 0.0998 0.00
H 4.62324 -2.70312 3.74767 -0.1836 0.4839 0.2245 0.00
H 3.17015 -2.97255 5.77104 -0.0472 0.4144 -0.3256 0.00
H 1.60162 -1.12630 6.43398 0.3386 0.0436 -0.3382 0.00
H 1.46000 0.92452 5.07441 0.2584 -0.1179 -0.1249 0.00
```
Forces are in eV/Å.

3.
Here is one molecule with the formula C3H4INOS from OMol25. Energies are from ωB97M-V/def2-TZVPD.

## Properties
Molar mass: 229.042 g mol⁻¹
HOMO-LUMO gap (spin up / spin down): 0.2149 / 0.2151 Ha
Highest occupied orbital energy (spin up / spin down): -8.0330 / -8.0356 eV

The geometry in XYZ format:
```
11
Properties=species:S:1:pos:R:3:forces:R:3:mulliken_charge:R:1
C 2.56158 1.10464 0.23627 0.6491 -1.3621 1.0118 0.60
C 1.08658 0.83227 0.63491 1.6849 -0.4469 3.4731 -0.51
C -0.50197 -1.15099 -0.31075 3.6004 -4.5431 0.3389 -0.42
N 3.17773 -0.03976 0.50286 -0.1900 -0.9985 -0.2464 -0.62
O 2.92714 2.17387 -0.16937 -0.1306 1.0682 -0.5175 -0.60
S 0.88069 -0.91873 0.55723 -0.4062 -1.0481 -0.9016 0.21
I 5.10890 -0.27685 -0.08183 -0.0879 0.2027 0.0174 0.01
H 0.88779 1.17688 1.67052 -0.0030 0.0263 -0.7891 0.33
H 0.61094 1.31572 -0.09025 -2.9313 1.9221 -2.6749 0.41
H -1.10559 -0.42111 -0.57580 -2.5989 3.7257 -1.3248 0.34
H -0.69195 -2.14330 -0.87291 0.4137 1.4539 1.6130 0.25
```
Forces are in eV/Å.